{"formula": "C21H30N4O3", "method": "ωB97M-V/def2-TZVPD", "symbols": ["C", "C", "C", "C", "N", "C", "C", "C", "C", "N", "C", "O", "C", "N", "C", "O", "C", "N", "C", "C", "C", "C", "C", "C", "C", "C", "C", "O", "H", "H", "H", "H", "H", "H", "H", "H", "H", "H", "H", "H", "H", "H", "H", "H", "H", "H", "H", "H", "H", "H", "H", "H", "H", "H", "H", "H", "H", "H"], "positions_angstrom": [[-2.8424, 2.0006, -3.6893], [-1.3617, 1.6553, -3.7858], [-0.8473, 1.0044, -2.5048], [0.6364, 0.6345, -2.6022], [0.9409, -0.1608, -3.7735], [2.2873, 0.0008, -4.2863], [3.4403, -0.1090, -3.2808], [0.3690, -1.4796, -3.8574], [1.0134, -2.6263, -3.0501], [0.8017, -2.4974, -1.6283], [1.7967, -2.4910, -0.7321], [2.9753, -2.6038, -1.0020], [1.2977, -2.3437, 0.7180], [0.6482, -1.0735, 0.9659], [-0.6232, -0.8276, 0.6381], [-1.3428, -1.5990, 0.0240], [-1.1249, 0.5403, 1.1199], [-1.2638, 0.5739, 2.5636], [-2.4708, 0.2878, 3.1318], [-2.6669, 0.3268, 4.4648], [-1.5880, 0.6878, 5.3260], [-1.7234, 0.7774, 6.7179], [-0.6510, 1.1313, 7.5015], [0.5896, 1.4048, 6.9240], [0.7468, 1.3197, 5.5611], [-0.3347, 0.9643, 4.7480], [-0.1391, 0.8732, 3.3106], [0.9403, 1.0400, 2.7486], [-3.0210, 2.6986, -2.8734], [-3.1906, 2.4577, -4.6125], [-3.4324, 1.1048, -3.5069], [-1.1929, 0.9745, -4.6204], [-0.7871, 2.5632, -3.9800], [-1.4465, 0.1218, -2.2737], [-0.9656, 1.7024, -1.6725], [1.2060, 1.5621, -2.7027], [0.9483, 0.1512, -1.6625], [2.4249, -0.7410, -5.0764], [2.3367, 0.9939, -4.7539], [3.4098, -1.0363, -2.7170], [4.3853, -0.0656, -3.8172], [3.4158, 0.7157, -2.5725], [0.3984, -1.7778, -4.9116], [-0.6808, -1.4099, -3.5643], [2.0897, -2.6717, -3.2195], [0.5684, -3.5691, -3.3918], [-0.1526, -2.3878, -1.2998], [0.5838, -3.1509, 0.9156], [2.1535, -2.4365, 1.3860], [1.1593, -0.3501, 1.4680], [-0.4005, 1.3078, 0.8316], [-2.0914, 0.7412, 0.6562], [-3.2580, 0.0255, 2.4412], [-3.6319, 0.0948, 4.8833], [-2.6839, 0.5655, 7.1642], [-0.7664, 1.1989, 8.5733], [1.4236, 1.6817, 7.5507], [1.6948, 1.5242, 5.0872]], "forces_ev_per_a": [[0.2, 0.0, -0.1], [-0.2, -0.1, 0.3], [0.3, 0.0, -0.4], [-0.2, 0.0, 0.1], [0.0, 0.0, 0.1], [0.2, 0.1, 0.0], [-0.3, -0.1, -0.2], [0.2, -0.2, 0.1], [0.0, 0.2, -0.3], [-0.4, 0.0, -0.4], [-0.2, 0.0, 0.6], [0.4, -0.1, 0.0], [0.0, -0.2, -0.2], [0.5, 0.0, 0.1], [0.0, 0.6, 0.2], [-0.3, -0.2, -0.1], [0.1, -0.1, -0.4], [0.4, 0.2, 0.1], [-0.6, -0.1, 0.7], [-0.2, -0.1, -0.4], [0.5, 0.1, -0.1], [0.0, 0.0, 0.0], [-0.1, 0.0, 0.0], [0.1, 0.0, -0.1], [0.0, 0.0, 0.0], [-0.2, 0.0, 0.4], [0.0, 0.0, -0.2], [0.2, 0.2, 0.1], [-0.1, 0.1, 0.1], [-0.1, 0.1, -0.1], [-0.1, -0.1, 0.0], [0.1, 0.1, 0.0], [0.1, 0.0, -0.1], [-0.1, 0.0, 0.1], [-0.1, 0.0, 0.1], [0.0, 0.0, 0.1], [0.1, 0.1, 0.0], [0.0, 0.0, -0.1], [0.1, -0.1, -0.1], [0.0, -0.1, 0.1], [0.1, 0.0, 0.0], [0.0, 0.1, 0.1], [-0.1, -0.1, 0.0], [-0.1, -0.1, -0.1], [-0.1, -0.1, 0.0], [0.1, 0.0, 0.0], [0.1, 0.0, 0.2], [0.1, 0.1, 0.1], [-0.1, 0.0, -0.1], [-0.2, -0.1, -0.1], [-0.2, -0.1, 0.0], [0.1, -0.1, 0.1], [0.0, 0.0, 0.0], [-0.1, 0.0, 0.0], [-0.1, 0.0, 0.1], [0.0, 0.0, 0.1], [0.1, 0.0, 0.0], [0.1, 0.0, 0.0]], "max_force_ev_per_a": 0.9, "total_energy_ha": -1263.02734, "e_above_lowest_kcal_mol": 22.6, "gap_ev": 8.060, "smiles": "CCCCN(CC)CCNC(=O)CNC(=O)Cn1ccc2ccccc2c1=O"}